Entry 1:
C7H7NSe | ωB97M-V with the def2-TZVPD basis set

XYZ file:
```
16
Properties=species:S:1:pos:R:3:forces:R:3:mulliken_charge:R:1
Se 2.59533 -0.34385 0.07040 -0.130 1.101 0.322 0.0198
N 0.65805 1.70870 0.01334 -1.149 0.360 0.894 -0.2763
C 2.07217 1.61884 -0.14998 0.431 0.010 1.029 -0.6920
C -0.08849 0.51346 0.05439 0.380 0.893 -0.625 0.5546
C -2.04142 -0.82587 0.03606 -2.943 0.218 0.711 -0.1509
C -1.50778 0.43854 0.05453 1.242 1.285 -0.016 -0.8226
C 0.73416 -0.62874 -0.01356 -1.907 -1.207 0.115 0.2091
C -1.30203 -1.98023 -0.08761 1.015 0.733 0.603 -0.7804
C 0.09034 -1.87788 -0.07229 1.416 -2.003 0.073 -0.0724
H 0.69039 -2.90206 -0.03376 -1.108 2.477 -0.246 0.1547
H -2.16275 1.36916 0.04915 1.101 -1.375 0.183 0.2689
H 2.25793 1.76477 -1.17193 0.915 0.497 -1.296 0.3506
H -1.78361 -2.92382 -0.02941 -0.233 -0.696 -0.108 0.3878
H 2.59076 2.39243 0.49632 -0.300 -1.280 -0.715 0.3548
H 0.35356 2.54338 0.51115 -0.218 -0.748 -0.100 0.2493
H -3.15659 -0.86685 0.27322 1.488 -0.266 -0.823 0.2451
```
Positions in Å, forces in eV/Å.

Computed properties:
frontier orbital gap: 0.298 Ha
LUMO energy: 0.7 eV
HOMO energy: -7.407 eV
E: -2727.08680 hartree

Entry 2:
C21H46NO9S4 | ωB97M-V with the def2-TZVPD basis set

XYZ file:
```
81
Properties=species:S:1:pos:R:3:forces:R:3:mulliken_charge:R:1
S 4.12986 -1.79377 -6.39723 0.083 -0.071 0.106 1.1618
S -2.32897 4.91952 2.76723 0.038 0.292 0.055 1.2520
S 1.75688 -0.53965 -2.36606 -0.178 0.155 -0.060 1.2868
S 0.69637 -4.08373 2.09344 0.189 -0.249 0.238 1.0832
O -6.81242 -0.77002 1.09477 0.206 -0.216 -0.101 -0.3971
O 2.52832 0.67316 -2.46646 0.181 -0.129 0.035 -0.7356
O -0.34779 -5.07625 2.13027 -0.119 0.192 -0.162 -0.7193
O -2.99364 4.37614 3.92779 -0.037 -0.258 -0.082 -0.7455
O -1.71927 4.02689 1.80627 -0.055 -0.065 0.055 -0.6720
O 3.97017 -0.64027 -7.24721 -0.122 -0.042 -0.051 -0.6649
O 0.59506 -2.94033 1.21528 -0.151 0.039 -0.134 -0.5987
O 3.11343 -2.81789 -6.34838 -0.112 0.118 -0.097 -0.6744
O 2.40026 -1.81415 -2.16008 0.124 0.058 0.056 -0.7106
N -5.54024 -0.49134 1.63352 -0.248 -0.460 -0.373 0.1198
C 4.50072 -1.23941 -4.73363 0.188 0.048 0.237 0.2074
C 6.67121 -1.81491 -5.76518 -0.074 0.036 0.054 -0.6372
C 2.42534 -3.99800 4.12189 0.014 -0.026 -0.046 -0.6981
C 5.92234 -1.72375 -4.42716 0.018 -0.050 -0.088 -0.8638
C 0.47754 -0.33833 -1.12202 -0.352 -0.028 0.184 -0.2516
C -1.13508 6.15444 3.25456 0.141 0.203 -0.031 -0.8099
C 3.21370 -4.14121 2.81276 -0.087 0.080 0.047 -0.5384
C 2.28362 -4.86384 1.84327 0.267 0.001 -0.028 -0.7452
C -0.85272 -0.31575 -1.88599 0.032 0.007 -0.047 -0.2456
C -3.43714 6.03411 1.89696 -0.089 0.298 -0.094 -0.6815
C -0.66091 -1.14227 -3.16712 0.012 -0.007 0.104 -0.8832
C -1.79184 0.33713 2.06421 -0.357 -0.516 -0.472 -0.6154
C -2.84608 7.43938 2.07522 0.051 -0.007 0.041 -0.6708
C -1.32830 7.27895 2.24109 -0.098 -0.056 -0.075 -0.5409
C -2.01759 -1.18725 2.11539 -0.084 0.676 -0.057 -0.3455
C -2.99755 1.12406 1.52944 0.519 -0.255 0.535 -0.3778
C 0.65882 -0.67342 -3.77143 -0.212 -0.112 -0.111 -0.5731
C 5.72550 -2.53388 -6.72424 0.271 -0.011 0.034 -0.7152
C -5.50666 0.87655 2.17738 0.441 0.849 0.615 -1.1540
C -4.09581 1.28340 2.59433 -0.134 -0.251 -0.466 -0.1485
C 1.02510 -3.48705 3.75738 0.176 0.030 0.281 -0.5982
H -4.43165 5.94075 2.32621 0.014 -0.104 0.019 0.3849
H -4.18322 2.33014 2.85288 0.022 0.275 0.252 -0.0483
H -0.59904 -2.20386 -2.91908 0.015 -0.003 -0.016 0.3296
H 3.76533 -1.66284 -4.05630 -0.025 -0.008 -0.039 -0.3226
H -5.32967 -1.16087 2.37966 0.010 -0.072 -0.001 0.4267
H 0.56800 0.31937 -4.21081 0.055 0.019 0.008 0.3868
H -3.82172 0.77389 3.51260 0.070 -0.192 0.167 0.4837
H 5.64850 -3.59497 -6.48939 -0.047 -0.006 -0.004 0.3372
H 0.98630 -2.39934 3.72902 -0.017 -0.002 -0.094 0.3068
H -0.87598 7.00181 1.28680 0.029 -0.004 0.014 0.2832
H -3.04276 -1.39537 1.82933 -0.415 -0.364 0.028 0.0131
H 5.97310 -2.39921 -7.77430 -0.113 0.015 -0.028 0.4033
H -3.45272 5.73043 0.85168 0.068 -0.073 0.020 0.3925
H -0.14071 5.71449 3.24361 -0.047 -0.112 0.012 0.4009
H -5.89663 1.56820 1.44755 -0.177 -0.157 -0.537 0.3854
H 6.41952 -1.05422 -3.72757 -0.009 0.009 0.005 0.3565
H -1.48530 -1.00776 -3.86549 0.003 -0.002 -0.017 0.4040
H -2.61423 2.09369 1.24803 -0.228 0.300 -0.186 0.2814
H -1.84582 -1.59641 3.10154 0.003 -0.205 0.195 0.3256
H 0.25416 -3.86968 4.42147 -0.081 0.010 -0.077 0.3869
H -6.15564 0.89814 3.04042 -0.335 -0.142 0.127 0.4771
H 1.08385 -1.36726 -4.49543 0.097 0.019 0.031 0.3382
H -1.54237 0.69709 3.05227 0.217 0.328 0.161 0.6016
H -3.26478 7.90412 2.96916 0.005 -0.013 0.014 0.3103
H -1.66173 -0.71013 -1.26883 0.009 -0.023 0.016 0.0875
H 6.88758 -0.81230 -6.13952 0.002 -0.008 -0.027 0.2947
H 2.56956 -4.76271 0.79870 -0.115 0.017 -0.035 0.4076
H 3.46743 -3.15475 2.41925 0.010 -0.013 -0.029 0.2632
H -1.39320 6.47472 4.26332 -0.029 -0.044 0.020 0.3653
H 0.66541 0.58468 -0.57851 0.135 -0.001 -0.030 0.3944
H -3.09488 8.07618 1.22872 -0.012 -0.003 -0.007 0.3294
H 0.54464 -1.18975 -0.44442 0.084 -0.029 -0.058 -0.1039
H -6.69340 -1.52644 0.48507 -0.151 0.230 0.264 0.3649
H 4.14052 -4.69268 2.95670 0.007 -0.009 -0.009 0.3729
H 2.17229 -5.91573 2.10364 -0.061 -0.007 -0.009 0.3515
H 2.91761 -3.32204 4.81855 -0.007 0.005 0.011 0.3359
H -0.97055 0.53484 1.38777 0.378 0.148 0.090 0.1363
H 4.43233 -0.15310 -4.72598 -0.045 0.002 -0.075 0.4474
H -3.33625 0.63482 0.61185 -0.160 -0.014 -0.198 0.3831
H -0.85842 8.20005 2.57908 0.010 0.002 0.010 0.3594
H -4.83554 -0.60002 0.89844 0.206 0.158 0.070 0.3167
H -1.11099 0.71209 -2.15038 0.013 0.007 -0.020 0.3151
H -1.38797 -1.71089 1.41218 0.184 -0.189 -0.101 -0.1696
H 5.88290 -2.71167 -3.96411 -0.012 -0.007 -0.011 0.3307
H 7.61591 -2.34711 -5.66645 0.007 -0.003 -0.010 0.3681
H 2.34662 -4.97091 4.60963 -0.010 -0.011 -0.015 0.3055
```
Positions in Å, forces in eV/Å.

Computed properties:
net charge: +1
frontier orbital gap: 0.297 Ha
LUMO energy: -3.3 eV
HOMO energy: -11.345 eV
E: -3152.08083 hartree

Entry 3:
C20H31N3O3S | ωB97M-V with the def2-TZVPD basis set

XYZ file:
```
58
Properties=species:S:1:pos:R:3:forces:R:3:mulliken_charge:R:1
S 1.82072 -2.24427 2.69809 0.380 -0.542 -0.592 1.0794
O 0.76206 -2.75205 3.52420 -0.196 -0.257 -0.085 -0.7160
O 0.25941 -0.68471 -2.09968 0.396 -0.145 -0.172 -0.6927
O 2.37738 -0.96421 3.04814 0.168 0.042 -0.200 -0.6571
N 1.31438 -2.28595 1.09673 0.293 -0.153 1.000 0.1892
N -3.30229 1.88308 -3.00722 0.102 0.112 0.034 0.2389
N -1.82401 -0.00053 -1.65936 -0.286 -0.027 -0.339 0.3277
C -1.53688 3.69830 -0.69821 0.012 0.034 -0.085 -0.4345
C 0.82940 3.46204 -0.38763 0.039 0.038 0.054 -0.2926
C -0.11683 -2.34045 0.89350 -0.646 -0.061 0.324 -1.3393
C 3.14480 -3.49287 2.63906 -0.621 0.336 0.223 -0.6995
C -3.87458 1.33224 -1.80787 0.013 -0.122 0.068 -1.2087
C -2.61755 0.87745 -3.80756 -0.183 -0.183 -0.157 -0.6946
C -0.76352 -0.97288 1.10671 0.008 -0.117 -0.178 -0.7495
C 1.96850 -1.33006 0.22609 0.474 0.447 -0.261 -1.7097
C -2.86075 0.62867 -0.87162 -0.211 0.102 0.359 -0.6356
C -2.65956 3.18078 -2.89105 -0.112 -0.051 -0.056 -1.9346
C -2.25161 -0.37070 -2.99358 0.114 -0.044 -0.242 -1.0415
C 0.95008 3.03916 -1.70001 0.094 -0.002 -0.033 -0.5847
C -0.41897 3.79277 0.11206 0.016 0.044 0.126 -0.6506
C -0.16937 2.94675 -2.50790 -0.008 0.029 -0.001 -0.2733
C -1.42830 3.27002 -2.01687 -0.073 0.098 -0.001 1.3384
C 1.36766 0.07226 0.32923 -0.070 -0.099 -0.209 -0.6259
C -0.15572 0.06434 0.15111 0.185 0.136 0.024 1.0180
C 4.31974 -2.82362 4.76209 -0.093 -0.164 0.071 -1.0786
C -0.53877 -0.23161 -1.29586 -0.064 0.242 0.332 0.1775
C 3.52530 -3.91058 4.04832 0.091 0.190 0.170 -0.4453
H -3.40022 -0.11720 -0.27116 -0.001 0.093 0.011 0.5678
H 2.60208 -4.11114 4.59537 0.069 -0.167 0.029 0.3226
H 1.87628 -1.69493 -0.79958 0.092 -0.004 0.169 0.5549
H -4.63911 0.61217 -2.11921 -0.026 0.041 0.159 0.3468
H -3.41929 3.86887 -2.50543 0.102 0.063 -0.065 0.4634
H -3.27750 0.57934 -4.63456 0.190 -0.073 -0.037 0.3559
H -2.40807 3.49859 -3.90696 -0.026 0.080 0.077 0.4687
H -2.41588 1.35763 -0.19438 -0.068 -0.130 -0.022 0.4035
H -2.50700 3.97385 -0.30588 -0.107 0.031 0.020 0.3428
H 4.10908 -4.83440 4.01123 -0.118 0.012 -0.080 0.3400
H 1.82083 0.70511 -0.43357 0.034 0.008 0.039 0.2864
H 3.76326 -1.89102 4.75025 0.081 0.114 0.110 0.3170
H 5.27534 -2.66196 4.26713 0.110 0.069 -0.029 0.2837
H -3.11401 -1.04093 -2.90924 0.043 0.010 -0.043 0.4039
H 1.60227 0.47608 1.31520 -0.017 0.078 -0.064 0.5632
H -0.52760 1.06024 0.41237 -0.008 -0.105 -0.050 0.0192
H 1.70254 3.53869 0.24257 0.088 0.000 0.057 0.3922
H 4.51010 -3.10772 5.79399 0.064 0.020 0.095 0.3536
H -0.56469 -0.66513 2.13609 -0.121 0.048 0.013 0.4836
H 3.97673 -3.05060 2.09973 0.088 0.054 -0.164 0.3793
H -0.05295 2.63541 -3.53559 -0.003 -0.036 -0.110 0.3267
H 3.02154 -1.30009 0.50821 0.071 0.063 -0.194 0.4403
H -4.37596 2.12934 -1.25625 -0.066 -0.061 0.030 0.4076
H -1.84203 -1.05396 0.97278 -0.052 0.015 0.061 0.3703
H 1.92059 2.78943 -2.10252 0.090 -0.039 -0.026 0.3659
H -0.51255 -3.06145 1.60923 -0.168 0.011 -0.220 0.5460
H -1.43006 -0.90673 -3.46967 -0.202 0.013 0.031 0.4764
H -0.29493 -2.69804 -0.12530 0.049 -0.052 0.052 0.4507
H -0.52106 4.13154 1.13303 -0.001 0.031 0.083 0.4013
H -1.71310 1.30632 -4.23786 -0.004 -0.029 -0.014 0.2435
H 2.71464 -4.31067 2.06909 -0.007 -0.043 -0.093 0.4182
```
Positions in Å, forces in eV/Å.

Computed properties:
frontier orbital gap: 0.333 Ha
energy above the lowest of the compared OMol25 structures with the same formula, charge and spin: 205.5 kJ/mol
LUMO energy: 0.7 eV
HOMO energy: -8.332 eV
E: -1568.87994 hartree

Entry 4:
C2H3N3O | ωB97M-V with the def2-TZVPD basis set

XYZ file:
```
9
Properties=species:S:1:pos:R:3:forces:R:3:mulliken_charge:R:1
O -1.33564 -2.35541 -0.10321 0.494 0.614 0.280 -0.4130
N -0.40633 -1.62000 -0.02414 -0.382 -1.111 -0.364 0.3518
N -0.02361 -0.52164 -0.13452 -1.897 0.797 1.207 0.1936
N -2.48837 2.27478 0.18517 -0.932 1.039 0.052 -0.3309
C 1.26209 0.08502 0.00802 1.009 0.098 -1.537 -0.5239
C -1.68879 1.45266 0.17377 1.535 -1.922 -0.262 -0.1308
H 1.02196 1.14509 -0.01784 0.494 -0.059 -0.084 0.2490
H 1.73474 -0.28555 -0.92162 0.406 0.867 0.357 0.2853
H 1.92395 -0.17494 0.83437 -0.727 -0.323 0.351 0.3188
```
Positions in Å, forces in eV/Å.

Computed properties:
frontier orbital gap (spin up / spin down): 0.238 / 0.318 Ha
energy above the lowest of the compared OMol25 structures with the same formula, charge and spin: 702.9 kJ/mol
LUMO energy (spin up / spin down): -2.9 / -2.0 eV
HOMO energy (spin up / spin down): -9.412 / -10.636 eV
E: -317.26459 hartree